(1)
DFT (ωB97M-V/def2-TZVPD) results for a 11-piece molecular cluster, C4H31N2O11 overall.

Computed properties:
Charge: +1
E_HOMO in eV: -13.01
Orbital gap in Ha: 0.388

Element x y z (Å)
C  2.388  -0.967  -2.109
C  0.981  -1.415  -1.560
C  -0.210  -1.371  -2.473
C  -1.551  -1.920  -1.830
N  -2.353  -2.632  -2.648
O  -1.827  -1.754  -0.683
N  0.856  -0.344  -0.455
H  3.362  -1.161  -1.568
H  2.448  0.066  -2.350
H  2.518  -1.516  -3.096
H  1.335  -2.461  -1.196
H  -0.405  -0.276  -2.637
H  -0.104  -1.646  -3.497
H  -2.308  -2.724  -3.591
H  -3.129  -3.073  -2.305
H  -0.219  0.124  -0.465
H  1.551  0.360  -0.414
H  0.811  -0.865  0.528
H  3.226  -0.804  2.334
H  4.499  0.012  2.055
O  3.726  -0.491  1.609
H  -3.178  1.839  3.893
H  -3.300  0.641  2.704
O  -2.945  0.958  3.583
H  -2.468  -2.477  3.428
H  -2.344  -1.152  3.919
O  -1.886  -1.764  3.249
H  -0.298  -1.590  2.278
H  0.418  -2.919  2.196
O  0.555  -1.991  2.102
H  2.515  0.809  -4.943
H  2.762  1.840  -3.710
O  2.569  0.991  -3.987
H  0.710  3.411  3.379
H  2.151  3.052  2.880
O  1.317  2.734  3.057
H  -1.373  3.358  -0.502
H  -2.211  2.539  0.241
O  -2.037  2.536  -0.756
H  -3.896  -0.764  0.241
H  -4.558  -1.707  1.198
O  -4.253  -0.682  1.163
H  3.100  2.424  -1.204
H  2.929  3.852  -1.764
O  2.544  2.993  -1.802
H  -1.411  1.602  2.251
H  -0.101  2.427  1.733
O  -0.906  1.898  1.525

---

(2)
DFT (ωB97M-V/def2-TZVPD) results for a 17-piece molecular cluster, C4H32BO24 overall.

Computed properties:
Charge: -1
E_HOMO in eV: -8.23
Orbital gap in Ha: 0.355

Element x y z (Å)
O  1.171  2.160  -1.239
C  0.728  1.206  -0.664
O  0.616  -0.035  -1.101
B  -0.222  -0.836  -0.183
O  -0.404  0.054  0.996
C  0.098  1.238  0.739
O  0.063  2.206  1.446
O  0.402  -2.117  0.199
C  -0.370  -3.116  -0.203
O  -0.149  -4.281  -0.043
C  -1.593  -2.511  -0.935
O  -1.495  -1.193  -0.793
O  -2.451  -3.130  -1.477
O  -1.836  3.407  3.021
H  -2.571  3.814  3.492
H  -1.188  3.201  3.703
O  1.042  1.025  3.897
H  0.117  0.769  3.807
H  1.093  1.549  4.702
O  3.618  3.138  0.092
H  4.173  2.449  0.471
H  2.903  2.657  -0.349
O  -3.141  2.547  0.580
H  -3.826  2.485  1.251
H  -2.315  2.581  1.082
O  -0.984  -3.963  -4.708
H  -0.641  -3.132  -4.355
H  -1.519  -4.317  -3.991
O  -3.958  -0.712  -2.926
H  -3.808  -0.717  -1.972
H  -3.118  -0.433  -3.301
O  -0.471  5.292  1.027
H  -0.454  4.374  1.325
H  -1.265  5.656  1.425
O  0.390  5.223  -1.702
H  1.317  4.969  -1.718
H  0.151  5.204  -0.762
O  -4.170  -0.373  0.118
H  -3.269  -0.183  0.401
H  -4.375  -1.242  0.478
O  0.763  -1.653  -3.645
H  0.496  -0.999  -4.298
H  0.902  -1.121  -2.852
O  3.058  -3.714  -0.090
H  2.766  -3.795  -1.005
H  2.409  -3.133  0.319
O  0.019  -5.419  3.091
H  -0.345  -5.178  2.231
H  -0.735  -5.440  3.687
O  2.989  -0.412  2.348
H  2.369  -0.002  2.969
H  2.527  -1.183  2.005
O  1.356  1.064  -3.914
H  2.262  1.327  -3.732
H  0.824  1.656  -3.371
O  1.928  4.066  3.095
H  1.368  3.440  2.622
H  2.821  3.787  2.874
O  1.269  -5.943  -1.757
H  1.864  -6.628  -1.441
H  0.802  -5.633  -0.967

---

(3)
DFT (ωB97M-V/def2-TZVPD) results for a 11-piece molecular cluster, C4H32N2O11 overall.

Computed properties:
Charge: 0
E_HOMO in eV: -9.70
SMILES string: C[C@H](CN)NCO.O.O.O.O.O.O.O.O.O.O
Orbital gap in Ha: 0.368

Element x y z (Å)
C  -1.342  -0.296  -1.065
C  0.049  -0.459  -0.397
C  0.739  0.941  -0.182
N  0.139  1.619  0.988
N  0.931  -1.239  -1.304
C  0.792  -2.688  -1.148
O  -0.500  -3.124  -1.576
H  -1.241  0.042  -2.081
H  -1.876  -1.234  -0.966
H  -1.887  0.522  -0.605
H  -0.070  -1.011  0.578
H  1.803  0.818  -0.075
H  0.584  1.593  -1.114
H  0.387  2.582  1.022
H  0.499  1.258  1.833
H  1.917  -1.033  -1.190
H  0.835  -3.067  -0.131
H  1.509  -3.223  -1.771
H  -0.802  -2.541  -2.310
O  0.012  3.135  -2.712
H  0.283  2.263  -3.044
H  0.327  3.749  -3.378
O  -2.388  0.724  1.758
H  -2.698  1.340  2.422
H  -1.658  1.148  1.277
O  -1.164  -1.309  2.823
H  -1.814  -1.814  3.294
H  -1.589  -0.516  2.394
O  3.089  -1.400  0.475
H  3.809  -1.047  1.014
H  2.470  -1.664  1.090
O  -1.779  -3.414  0.777
H  -1.356  -3.385  -0.107
H  -1.762  -2.525  1.167
O  1.292  -2.269  2.277
H  1.455  -3.119  2.646
H  0.361  -1.990  2.352
O  0.661  4.177  -0.313
H  -0.154  4.664  -0.234
H  0.600  3.772  -1.147
O  0.999  0.112  3.511
H  0.106  -0.250  3.522
H  1.565  -0.604  3.215
O  -1.908  3.490  -0.834
H  -1.484  3.367  -1.685
H  -1.600  2.777  -0.308
O  0.753  0.712  -3.578
H  0.275  0.334  -4.286
H  0.827  0.080  -2.896

---

(4)
DFT (ωB97M-V/def2-TZVPD) results for a 13-piece molecular cluster, C4H32N2O14 overall.

Computed properties:
Charge: 0
E_HOMO in eV: -9.11
Orbital gap in Ha: 0.326

Element x y z (Å)
O  0.910  -0.977  2.834
C  1.417  0.094  2.898
N  2.643  0.280  3.489
C  3.663  1.145  2.976
O  4.755  0.621  2.849
C  0.651  1.345  2.497
C  -0.716  1.273  3.184
N  0.496  1.153  1.041
H  3.045  -0.469  4.018
H  3.270  2.097  2.618
H  1.068  2.323  2.747
H  -1.080  0.246  3.317
H  -0.636  1.486  4.275
H  -1.509  1.877  2.768
H  0.012  0.308  0.879
H  0.151  2.001  0.529
H  2.172  -3.727  -2.169
H  1.069  -4.695  -1.801
O  1.833  -4.558  -2.353
H  -0.482  2.438  -2.001
H  -0.001  3.789  -1.203
O  0.096  2.850  -1.275
H  1.431  -1.087  -3.020
H  1.654  0.465  -3.345
O  1.513  -0.417  -3.710
H  3.406  3.079  -2.313
H  2.417  2.998  -1.073
O  3.250  3.379  -1.410
H  -2.445  2.288  -2.359
H  -2.235  2.785  -3.827
O  -1.836  2.226  -3.111
H  2.784  1.117  -0.060
H  4.134  0.249  0.137
O  3.348  0.369  -0.339
H  -2.305  -2.911  0.445
H  -2.721  -4.172  1.152
O  -2.589  -3.774  0.296
H  -2.098  -0.910  -2.385
H  -2.930  -1.340  -1.122
O  -2.076  -0.899  -1.421
H  -4.290  -0.345  0.167
H  -5.166  0.863  -0.033
O  -4.240  0.691  0.186
H  -3.474  3.553  -0.544
H  -3.387  2.029  -0.502
O  -3.268  2.835  -1.062
H  -4.073  -2.973  -0.241
H  -5.050  -2.299  -1.277
O  -4.528  -2.153  -0.446
H  0.049  -3.701  -1.185
H  -1.471  -3.376  -1.358
O  -0.757  -3.898  -1.711

---

(5)
DFT (ωB97M-V/def2-TZVPD) results for a 12-piece molecular cluster, C4H32NO11 overall.

Computed properties:
Charge: +1
E_HOMO in eV: -12.95
Orbital gap in Ha: 0.388

Element x y z (Å)
C  -1.499  2.116  1.781
C  -1.985  0.767  1.231
C  -0.858  -0.165  0.918
C  -0.639  -1.373  1.400
N  0.117  0.384  -0.043
H  -2.350  2.664  2.183
H  -0.793  1.967  2.599
H  -1.033  2.741  1.020
H  -2.661  0.301  1.943
H  -2.582  0.907  0.323
H  -1.287  -1.838  2.128
H  0.236  -1.959  1.139
H  0.592  -0.375  -0.539
H  0.864  0.903  0.456
H  -0.301  1.026  -0.736
H  -0.227  -0.198  4.083
H  0.898  0.191  5.067
O  0.713  -0.004  4.143
H  2.654  3.903  1.116
H  2.094  2.481  1.284
O  2.066  3.267  0.697
H  -2.053  -0.557  -2.225
H  -2.275  0.706  -3.110
O  -1.592  0.184  -2.677
H  2.599  0.100  1.587
H  1.636  0.562  2.752
O  2.148  0.877  1.977
H  0.775  -3.297  -1.480
H  0.476  -2.156  -2.466
O  0.247  -2.496  -1.576
H  3.951  -1.566  0.655
H  2.907  -0.998  -0.351
O  3.022  -1.335  0.559
H  -3.223  -1.901  0.261
H  -4.349  -2.529  1.120
O  -3.620  -1.904  1.147
H  -1.515  -2.369  -1.357
H  -2.876  -2.789  -1.973
O  -2.457  -2.099  -1.445
H  0.888  3.175  -0.572
H  -0.157  3.648  -1.639
O  0.203  2.870  -1.205
H  2.915  0.695  -2.105
H  1.902  -0.407  -2.607
O  2.419  -0.090  -1.843
H  0.732  -0.924  -4.729
H  -0.208  -0.426  -3.553
O  0.619  -0.915  -3.774

---

(6)
DFT (ωB97M-V/def2-TZVPD) results for a 13-piece molecular cluster, C4H32NO15 overall.

Computed properties:
Charge: -1
E_HOMO in eV: -6.08
Orbital gap in Ha: 0.319

Element x y z (Å)
O  -2.469  0.915  0.735
C  -1.461  0.218  0.611
N  -0.711  0.292  -0.519
C  -0.862  1.449  -1.459
O  0.147  1.824  -2.146
C  -1.274  -0.916  1.524
C  -0.081  -1.845  1.226
O  1.068  -1.138  0.997
H  0.165  -0.294  -0.654
H  -1.061  2.313  -0.693
H  -1.782  1.170  -2.105
H  -0.851  -0.483  2.547
H  -2.197  -1.300  1.865
H  0.032  -2.418  2.203
H  -0.183  -2.583  0.442
H  1.439  -0.663  1.863
H  -3.730  0.896  -0.979
H  -4.248  2.013  -0.262
O  -4.558  1.218  -0.637
H  1.487  1.264  2.461
H  2.815  1.093  1.810
O  2.222  0.695  2.476
H  -0.917  -3.088  -1.081
H  -2.560  -3.206  -0.780
O  -1.720  -3.604  -0.824
H  0.965  -2.396  -1.993
H  -0.169  -1.569  -2.663
O  0.137  -2.461  -2.405
H  2.877  0.642  -2.621
H  1.651  1.180  -1.818
O  2.562  0.946  -1.792
H  1.895  -3.462  -0.012
H  0.904  -4.023  -0.863
O  1.684  -4.306  -0.423
H  0.931  3.047  -1.449
H  1.645  4.389  -1.454
O  1.362  3.778  -0.827
H  3.532  2.758  0.653
H  3.180  1.446  -0.023
O  3.846  1.811  0.609
H  -0.249  2.218  2.615
H  -1.182  1.258  3.271
O  -0.393  1.717  3.418
H  -4.697  -0.675  -0.150
H  -3.453  -1.424  0.395
O  -4.416  -1.568  0.128
H  1.099  3.331  1.209
H  0.419  2.271  0.270
O  0.854  2.414  1.232
H  2.708  -0.788  -1.569
H  2.814  -1.975  -0.591
O  2.645  -1.795  -1.493

---

(7)
DFT (ωB97M-V/def2-TZVPD) results for a 14-piece molecular cluster, C4H32NO16 overall.

Computed properties:
Spin multiplicity: 2
Charge: 0
E_HOMO (alpha / beta) in eV: -10.89 / -10.89
Orbital gap (alpha / beta) in Ha: 0.389 / 0.206

Element x y z (Å)
O  0.380  1.272  0.233
C  1.277  0.363  0.096
O  2.503  0.518  0.112
C  0.703  -1.115  0.101
C  1.646  -2.233  -0.082
C  1.889  -2.215  -1.504
O  1.115  -2.654  -2.316
N  -0.105  -1.265  1.335
H  -0.075  -1.148  -0.616
H  1.082  -3.148  0.190
H  2.536  -2.088  0.723
H  2.759  -1.770  -2.015
H  -1.094  -0.895  1.341
H  0.321  -1.365  2.218
H  -1.303  -3.549  -0.336
H  -0.562  -3.021  0.955
O  -0.806  -3.820  0.447
H  1.036  -0.147  3.790
H  -0.243  -0.374  4.577
O  0.404  -0.869  4.043
H  2.958  -1.093  2.559
H  3.412  -0.363  1.265
O  3.671  -0.528  2.272
H  -1.565  2.212  2.404
H  -2.833  1.583  2.286
O  -2.281  2.084  2.929
H  -1.640  0.556  -2.868
H  -2.537  1.867  -2.590
O  -2.323  0.974  -2.368
H  0.404  1.896  -1.945
H  1.957  1.590  -2.154
O  1.077  1.276  -2.146
H  -3.573  -0.555  -1.574
H  -3.184  -1.576  -0.463
O  -3.487  -1.536  -1.312
H  -2.824  1.362  -0.379
H  -1.568  1.004  0.666
O  -2.515  0.789  0.430
H  -0.382  -0.573  -4.496
H  0.401  0.503  -3.494
O  -0.119  0.352  -4.390
H  2.566  0.453  2.735
H  1.588  1.628  2.373
O  1.811  1.000  3.021
H  -2.497  -2.182  -2.949
H  -0.972  -2.696  -3.134
O  -1.661  -2.248  -3.525
H  0.909  2.958  1.019
H  1.831  4.041  1.397
O  0.981  3.652  1.636
H  -0.181  2.910  -0.177
H  -0.315  4.426  0.127
O  -0.573  3.755  -0.446

---

(8)
DFT (ωB97M-V/def2-TZVPD) results for a 12-piece molecular cluster, C4H32O12 overall.

Computed properties:
Charge: 0
E_HOMO in eV: -10.30
SMILES string: CO.CO.CO.CO.O.O.O.O.O.O.O.O
Orbital gap in Ha: 0.367

Element x y z (Å)
C  3.099  -0.424  -3.048
O  1.933  -0.427  -2.200
H  3.633  0.509  -2.865
H  3.775  -1.232  -2.770
H  2.716  -0.587  -4.055
H  1.437  0.394  -2.171
C  -3.214  -1.187  4.182
O  -2.595  -1.154  2.967
H  -3.931  -1.996  4.048
H  -2.564  -1.450  5.017
H  -3.749  -0.257  4.374
H  -2.182  -0.297  2.839
C  3.243  1.788  0.002
O  4.217  0.911  0.622
H  2.279  1.323  -0.203
H  3.120  2.682  0.614
H  3.738  1.925  -0.959
H  4.030  0.942  1.563
C  -1.366  3.321  0.097
O  -1.004  3.766  -1.189
H  -2.429  3.094  0.183
H  -0.639  2.537  0.308
H  -1.282  4.119  0.835
H  -1.549  4.539  -1.354
O  -2.631  0.829  -1.329
H  -2.311  0.799  -0.427
H  -2.653  -0.087  -1.605
O  -0.216  -0.277  0.087
H  -0.326  0.006  0.994
H  -0.736  -1.078  0.021
O  -0.015  -2.513  -2.467
H  0.588  -1.778  -2.357
H  0.553  -3.272  -2.600
O  -1.870  -3.089  1.166
H  -2.220  -3.930  1.460
H  -1.893  -2.534  1.946
O  0.055  0.253  2.616
H  0.839  -0.290  2.525
H  0.341  1.002  3.139
O  2.993  -1.696  0.357
H  2.357  -1.381  -0.285
H  3.559  -0.942  0.524
O  0.109  1.509  -2.407
H  -0.031  2.235  -1.799
H  -0.268  0.749  -1.965
O  -2.649  -2.285  -1.588
H  -1.833  -2.343  -2.086
H  -2.455  -2.722  -0.758

---

(9)
DFT (ωB97M-V/def2-TZVPD) results for a 12-piece molecular cluster, C4H33N2O12 overall.

Computed properties:
Charge: +1
E_HOMO in eV: -13.14
Orbital gap in Ha: 0.382

Element x y z (Å)
C  0.013  2.696  2.724
C  1.015  1.904  1.884
C  1.608  2.775  0.789
C  2.261  2.051  -0.311
N  2.436  2.467  -1.595
O  2.616  0.936  0.107
N  0.207  0.666  1.233
H  0.429  3.764  2.993
H  -0.292  2.238  3.675
H  -0.832  3.000  2.114
H  1.817  1.340  2.419
H  0.674  3.381  0.353
H  2.241  3.628  1.313
H  1.931  3.278  -1.988
H  2.754  1.833  -2.296
H  0.840  0.186  0.515
H  -0.581  1.033  0.705
H  -0.162  0.038  2.039
H  -1.410  -1.411  -0.031
H  -0.225  -2.091  -0.779
O  -0.811  -1.380  -0.844
H  -1.783  -2.896  -2.068
H  -1.733  -2.985  -3.543
O  -1.145  -2.715  -2.785
H  -0.333  0.263  -1.333
H  -0.448  1.629  -2.007
O  -0.097  1.260  -1.185
H  -3.151  1.061  -3.285
H  -1.842  0.611  -2.841
O  -2.563  1.251  -2.531
H  -3.585  -1.147  -1.740
H  -3.176  0.191  -1.270
O  -3.181  -0.734  -0.972
H  3.640  -0.601  -0.419
H  2.659  -1.436  -1.052
O  3.360  -1.597  -0.382
H  -1.400  -0.089  3.107
H  -1.618  0.623  4.591
O  -1.370  0.746  3.691
H  -0.365  -0.963  -3.173
H  -0.179  0.210  -4.279
O  -0.348  -0.087  -3.354
H  -2.080  -2.096  2.169
H  -0.488  -2.112  2.309
O  -1.366  -1.545  2.322
H  2.330  -1.903  1.095
H  2.239  -1.716  2.516
O  1.620  -1.607  1.784
H  0.662  -4.494  -0.515
H  -0.842  -4.819  -0.083
O  0.052  -4.635  0.215

---

Values of total energy, in order: -30146.3367; -54493.7315; -30171.0580; -36311.6948; -28676.9768; -36871.2990; -38913.7131; -29236.1220; -32227.0091, all in eV.